(1)
{
  "formula": "C41H26Br2F12InN3O3",
  "method": "ωB97M-V/def2-TZVPD",
  "elements": ["In", "C", "C", "C", "C", "C", "N", "C", "C", "C", "C", "C", "C", "C", "C", "O", "C", "F", "F", "F", "C", "F", "F", "F", "C", "C", "C", "O", "C", "F", "F", "F", "C", "F", "F", "F", "H", "H", "H", "H", "H", "H", "H", "H", "H", "H", "H", "H", "Br", "C", "C", "C", "Br", "C", "C", "C", "C", "N", "C", "C", "O", "H", "H", "H", "H", "C", "C", "C", "C", "C", "C", "N", "C", "C", "C", "C", "C", "C", "H", "H", "H", "H", "H", "H", "H", "H", "H", "H"],
  "positions_angstrom": [[-0.26297, 0.17379, -0.14137], [-6.47857, -2.23690, 2.59334], [-5.03364, -2.12278, 2.17659], [-4.35012, -3.19541, 1.61979], [-3.05943, -3.05063, 1.16546], [-2.35738, -1.82436, 1.24077], [-1.11630, -1.72062, 0.64948], [-0.33602, -2.86371, 0.53922], [-0.12374, -3.68285, 1.66022], [0.63254, -4.83438, 1.58623], [1.21629, -5.22156, 0.38729], [2.05034, -6.47381, 0.28253], [1.03044, -4.40662, -0.72274], [0.27855, -3.23793, -0.67305], [0.10414, -2.30930, -1.88499], [0.54700, -1.04483, -1.64184], [0.97230, -2.77602, -3.08976], [0.94402, -1.89617, -4.09677], [2.26436, -2.90307, -2.73046], [0.59365, -3.98290, -3.60404], [-1.40671, -2.32792, -2.38087], [-1.52897, -2.32529, -3.72752], [-2.10250, -1.26357, -1.96182], [-2.06942, -3.43539, -1.96400], [-3.04368, -0.73904, 1.84801], [-4.35759, -0.91717, 2.27570], [-2.36759, 0.63377, 1.96226], [-1.87846, 1.11246, 0.76889], [-3.38888, 1.74675, 2.38575], [-2.81887, 2.95652, 2.41792], [-3.97048, 1.57443, 3.60531], [-4.39741, 1.82330, 1.49497], [-1.30980, 0.58925, 3.13131], [-0.29647, -0.27521, 2.93242], [-0.74125, 1.77792, 3.36964], [-1.89184, 0.19104, 4.29592], [-6.73154, -3.26537, 2.85719], [-6.69484, -1.59512, 3.44915], [-7.13952, -1.93083, 1.77662], [-4.84746, -4.15510, 1.51224], [-2.57005, -3.88888, 0.69069], [-0.57891, -3.38675, 2.59727], [0.77597, -5.44265, 2.47438], [1.89380, -7.11826, 1.14869], [1.79695, -7.03784, -0.61730], [3.11516, -6.23083, 0.22915], [1.48793, -4.72260, -1.64881], [-4.90117, -0.09437, 2.71491], [-0.32694, 4.92351, -3.66640], [0.73413, 3.85029, -2.49016], [2.02797, 4.36229, -2.18654], [2.97497, 3.93395, -1.29575], [4.65520, 4.88819, -1.44079], [2.92335, 2.93418, -0.26479], [3.93495, 2.47741, 0.51686], [3.71265, 1.44777, 1.47925], [2.46818, 0.88831, 1.59400], [1.38779, 1.30144, 0.91462], [1.52390, 2.38625, -0.05744], [0.18211, 2.60598, -2.19136], [-0.90841, 2.11378, -2.52155], [2.29548, 5.23849, -2.76244], [4.92814, 2.89282, 0.40587], [4.52537, 1.09266, 2.09834], [2.29282, 0.07383, 2.29063], [-0.66474, 5.78966, 1.55519], [0.65673, 5.53511, 1.88770], [1.30222, 4.42896, 1.36009], [0.65513, 3.55327, 0.48697], [-0.69461, 3.77968, 0.22484], [-1.33704, 4.89638, 0.74063], [1.05541, 1.77435, -1.38054], [2.06252, 1.13433, -2.20180], [3.01676, 0.27580, -1.65609], [4.02876, -0.25263, -2.43280], [4.10041, 0.02531, -3.78995], [3.10188, 0.79505, -4.36012], [2.09398, 1.34135, -3.57980], [-1.17080, 6.66834, 1.93962], [1.18996, 6.20707, 2.55063], [2.33339, 4.24454, 1.63021], [-1.27651, 3.09093, -0.36133], [-2.37894, 5.06095, 0.49378], [2.94752, -0.01990, -0.62371], [4.76494, -0.90148, -1.97283], [4.91059, -0.36863, -4.39246], [3.10455, 0.97689, -5.42844], [1.31442, 1.91033, -4.06611]],
  "lowdin_charge": [1.05, -0.07, -0.29, -0.06, -0.02, -0.21, 0.00, -0.25, -0.02, -0.06, -0.28, -0.07, 0.01, -0.05, -0.32, -0.15, -0.53, 0.16, 0.14, 0.12, -0.49, 0.14, 0.15, 0.14, -0.05, 0.01, -0.32, -0.16, -0.53, 0.16, 0.11, 0.15, -0.52, 0.13, 0.16, 0.13, 0.06, 0.07, 0.07, 0.10, 0.11, 0.12, 0.10, 0.06, 0.07, 0.07, 0.11, 0.11, 0.68, -0.63, -0.21, -0.58, 0.67, -0.28, -0.11, -0.13, -0.20, 0.01, -0.33, -0.63, -0.02, 0.06, 0.06, 0.07, 0.10, -0.11, -0.09, -0.02, -0.11, -0.03, -0.08, 0.04, -0.19, -0.03, -0.08, -0.11, -0.09, 0.00, 0.09, 0.09, 0.12, 0.09, 0.10, 0.10, 0.10, 0.09, 0.10, 0.12],
  "de_lowest_kj_mol": 289.1,
  "charge": -2,
  "e_tot_ha": -8504.71478,
  "gap_ev": 5.45,
  "mol_weight_da": 1111.28
}


(2)
{
  "formula": "C16H20FNO6",
  "method": "ωB97M-V/def2-TZVPD",
  "elements": ["C", "C", "C", "C", "C", "C", "C", "C", "C", "C", "C", "N", "C", "O", "C", "O", "O", "H", "H", "H", "H", "H", "H", "H", "H", "H", "H", "H", "H", "H", "H", "H", "H", "H", "C", "C", "O", "C", "O", "O", "F", "H", "H", "H"],
  "positions_angstrom": [[5.32062, -1.85101, -1.47100], [3.77981, -2.00125, -1.64632], [3.28846, -0.99619, -2.69952], [1.79368, -1.09745, -3.07944], [0.84675, -1.56867, -1.95800], [-0.47401, -0.70565, -1.84532], [-0.10995, 0.32466, -0.76178], [-0.95482, 0.65042, 0.26873], [-0.64895, 1.54294, 1.27287], [0.60915, 2.10846, 1.16886], [1.38124, 1.74492, 0.09135], [1.08426, 0.90103, -0.86897], [-1.54209, -1.70330, -1.41406], [-2.18207, -2.04456, -2.66061], [-2.12693, -0.86237, -3.35278], [-2.97774, -0.42358, -4.07830], [-0.95227, -0.19542, -3.07650], [5.54755, -1.23497, -0.59420], [5.78825, -1.35166, -2.32470], [5.80401, -2.81800, -1.30749], [3.56504, -3.04276, -1.89391], [3.35964, -1.70971, -0.67916], [3.85966, -1.20847, -3.61428], [3.57311, 0.01089, -2.38243], [1.65133, -1.67914, -3.99401], [1.47462, -0.08413, -3.34753], [1.28464, -1.56813, -0.96211], [0.53970, -2.60310, -2.15837], [-1.93174, 0.17920, 0.29585], [-1.32435, 1.76902, 2.08239], [0.97317, 2.81008, 1.90810], [2.36578, 2.21236, 0.02664], [-1.19628, -2.51833, -0.77884], [-2.37978, -1.29441, -0.82642], [-4.57477, 2.41856, 4.04853], [-4.11251, 2.47671, 5.48249], [-3.32049, 1.30791, 5.59960], [-2.81137, 1.05521, 4.35992], [-1.90916, 0.32200, 4.13921], [-3.47456, 1.76564, 3.40804], [-5.15333, 2.39292, 6.34461], [-5.47558, 1.81473, 3.93036], [-4.74967, 3.40261, 3.62036], [-3.50805, 3.35199, 5.72813]],
  "lowdin_charge": [-0.11, -0.26, -0.22, -0.18, -0.11, -0.35, -0.19, -0.01, -0.03, -0.05, -0.14, 0.15, -0.09, 0.07, -0.50, 0.17, 0.12, 0.07, 0.06, 0.06, 0.11, 0.09, 0.11, 0.11, 0.11, 0.10, 0.11, 0.12, 0.11, 0.09, 0.11, 0.11, 0.15, 0.12, -0.05, -0.32, 0.14, -0.55, 0.18, 0.05, 0.08, 0.15, 0.14, 0.17],
  "e_tot_ha": -1227.73505,
  "gap_ev": 10.22,
  "mol_weight_da": 341.33,
  "smiles": "CCCCC[C@]1(c2ccccn2)COC(=O)O1.O=C1OC[C@@H](F)O1"
}


(3)
{
  "formula": "C5H11NO",
  "method": "ωB97M-V/def2-TZVPD",
  "elements": ["N", "C", "C", "C", "C", "C", "H", "H", "H", "H", "H", "H", "H", "H", "H", "H", "H", "O"],
  "positions_angstrom": [[1.84164, 1.09330, -1.82118], [0.76452, 0.62665, -1.08156], [-0.33243, -0.06812, -1.49943], [-1.50377, -0.22200, -0.63992], [-1.59417, -0.78222, 0.57707], [-2.83313, -0.86209, 1.42970], [2.68059, 1.54119, -1.40433], [1.78172, 1.03693, -2.83574], [1.13196, 0.61463, -0.03821], [-0.34228, -0.51488, -2.49190], [-2.34840, 0.01087, -1.29091], [-0.63045, -1.05532, 0.96752], [-2.71563, -1.81392, 1.91544], [-2.84661, -0.04698, 2.16445], [-3.71066, -0.95975, 0.81075], [3.79019, -0.24130, 1.46659], [3.55337, 1.26424, 1.74693], [3.31356, 0.37877, 2.02474]],
  "lowdin_charge": [0.02, -0.22, -0.15, -0.17, -0.17, -0.10, 0.10, 0.09, 0.11, 0.09, 0.10, 0.09, 0.06, 0.08, 0.07, 0.03, 0.03, -0.06],
  "de_lowest_kj_mol": 259.0,
  "e_tot_ha": -327.03269,
  "gap_ev": 7.92,
  "mol_weight_da": 101.15,
  "smiles": "C/C=C/C=C/N.O"
}


(4)
{
  "formula": "C23H19F4NO10S",
  "method": "ωB97M-V/def2-TZVPD",
  "elements": ["O", "C", "C", "N", "C", "C", "O", "C", "F", "F", "F", "S", "O", "O", "F", "H", "H", "H", "H", "H", "H", "H", "C", "C", "C", "O", "C", "C", "C", "O", "H", "H", "H", "H", "C", "C", "C", "O", "C", "C", "C", "O", "H", "H", "H", "H", "C", "C", "C", "O", "C", "C", "C", "O", "H", "H", "H", "H"],
  "positions_angstrom": [[-1.07108, -2.61328, -3.53382], [-0.63676, -2.35303, -2.47210], [-0.28656, -3.53803, -1.54362], [0.64231, -3.19638, -0.43120], [1.22197, -4.38973, 0.22086], [0.22672, -5.33964, 0.90250], [-0.16702, -4.88938, 2.17716], [0.90218, -6.71603, 1.13853], [0.15214, -7.40321, 2.00175], [2.07962, -6.58342, 1.72313], [0.97567, -7.45297, 0.04452], [0.01494, -2.10191, 0.64893], [-0.00013, -0.79760, 0.11764], [0.71836, -2.18509, 1.86426], [-1.48196, -2.55183, 0.93523], [-0.46198, -1.29560, -2.20878], [0.23927, -4.25431, -2.18117], [-1.19751, -4.00450, -1.14913], [2.02164, -4.08217, 0.89515], [1.70228, -4.96768, -0.58106], [-0.68530, -5.53276, 0.32581], [-1.13063, -4.98929, 2.23632], [0.26589, 2.66124, -3.27852], [0.61372, 3.93257, -3.09522], [0.29066, 4.64230, -1.83241], [0.60536, 5.80147, -1.66245], [-0.43228, 3.88088, -0.78466], [-0.77953, 2.61017, -0.96958], [-0.45639, 1.90214, -2.23103], [-0.77214, 0.74246, -2.39618], [0.49115, 2.12551, -4.19194], [1.14082, 4.50350, -3.84839], [-0.65782, 4.41523, 0.12950], [-1.30699, 2.03731, -0.21750], [1.81052, 8.76686, -5.60517], [2.15805, 10.03751, -5.42077], [1.83550, 10.74823, -4.15884], [2.15076, 11.90711, -3.99222], [1.11288, 9.98721, -3.11151], [0.76478, 8.71573, -3.29486], [1.08741, 8.00594, -4.55702], [0.77279, 6.84675, -4.72739], [2.03609, 8.23179, -6.51902], [2.68638, 10.60860, -6.17366], [0.88754, 10.52249, -2.19800], [0.23764, 8.14490, -2.54165], [-0.28475, -4.93826, 6.52992], [-0.69130, -5.14124, 5.27927], [-2.12818, -5.26448, 4.95005], [-2.49901, -5.45299, 3.80652], [-3.10095, -5.15157, 6.06128], [-2.69688, -4.94831, 7.31222], [-1.25519, -4.82490, 7.64544], [-0.88800, -4.63802, 8.78514], [0.76172, -4.84625, 6.79064], [-0.00001, -5.22659, 4.45093], [-4.14706, -5.24381, 5.79786], [-3.39133, -4.86365, 8.13834]],
  "lowdin_charge": [0.09, -0.24, -0.12, -0.19, -0.12, -0.25, -0.03, -0.63, 0.15, 0.18, 0.17, 0.60, -0.23, -0.22, -0.13, 0.09, 0.14, 0.12, 0.14, 0.14, 0.16, 0.08, 0.03, 0.03, -0.37, 0.10, 0.02, 0.03, -0.36, 0.09, 0.12, 0.11, 0.12, 0.12, 0.02, 0.02, -0.39, 0.11, 0.02, 0.03, -0.37, 0.10, 0.12, 0.12, 0.12, 0.11, 0.03, 0.03, -0.36, 0.09, 0.02, 0.02, -0.38, 0.11, 0.12, 0.11, 0.12, 0.12],
  "e_tot_ha": -2492.52520,
  "gap_ev": 8.40,
  "mol_weight_da": 577.46,
  "smiles": "O=CCN(C[C@H](O)C(F)(F)F)S(=O)(=O)F.O=C1C=CC(=O)C=C1.O=C1C=CC(=O)C=C1.O=C1C=CC(=O)C=C1"
}


(5)
{
  "formula": "C12H8MgN3O4S",
  "method": "ωB97M-V/def2-TZVPD",
  "elements": ["Mg", "O", "C", "O", "C", "C", "C", "C", "C", "N", "C", "O", "O", "H", "H", "H", "C", "C", "C", "C", "N", "C", "S", "N", "H", "H", "H", "H", "H"],
  "positions_angstrom": [[1.55817, 0.68412, -0.25610], [4.37374, 0.71503, 2.66416], [3.44318, 0.56147, 1.88383], [2.93688, 1.39626, 1.05146], [2.73204, -0.80582, 1.84230], [3.17077, -2.02385, 2.33013], [2.39948, -3.14882, 2.04730], [1.23036, -3.05056, 1.29458], [0.86307, -1.79411, 0.84697], [1.60266, -0.74107, 1.15633], [-0.28957, -1.41653, -0.10304], [-1.18361, -2.22797, -0.29580], [-0.14733, -0.24050, -0.60708], [4.09637, -2.07694, 2.88690], [2.72632, -4.12204, 2.39436], [0.62940, -3.91240, 1.03930], [4.85737, 4.14348, -4.01041], [3.84561, 3.47340, -3.12593], [2.82676, 4.20394, -2.50950], [1.93553, 3.48229, -1.75245], [2.02411, 2.16565, -1.60291], [3.07114, 1.51057, -2.20347], [3.19708, -0.16766, -1.92803], [3.96756, 2.16479, -2.98149], [4.86910, 5.22380, -3.86449], [4.61960, 3.93479, -5.05578], [5.84549, 3.73068, -3.81155], [2.74348, 5.27603, -2.61646], [1.10673, 3.96839, -1.24912]],
  "lowdin_charge": [0.52, 0.03, -0.60, -0.10, -0.16, 0.01, -0.05, 0.01, -0.16, 0.07, -0.59, 0.03, -0.10, 0.11, 0.10, 0.11, -0.04, -0.35, -0.04, -0.12, -0.03, -0.83, 0.63, 0.10, 0.07, 0.08, 0.08, 0.10, 0.12],
  "charge": -1,
  "e_tot_ha": -1525.89856,
  "gap_ev": 7.81,
  "mol_weight_da": 314.58
}